Entry w
This record from the Open Molecules 2025 dataset describes 15 unconnected molecules or ions with the total composition C60H165N15O15. The level of theory is ωB97M-V/def2-TZVPD.

Geometry as XYZ:
```
255
Properties=species:S:1:pos:R:3
C 35.344 -20.199 -22.295
C 34.546 -19.340 -23.278
C 33.225 -19.996 -23.769
O 32.359 -20.230 -22.643
C 31.071 -20.426 -23.084
N 34.195 -18.091 -22.607
H 34.790 -20.656 -21.475
H 36.066 -19.543 -21.808
H 35.919 -20.995 -22.768
H 35.289 -19.198 -24.063
H 33.476 -21.008 -24.089
H 32.738 -19.353 -24.501
H 30.374 -20.690 -22.288
H 30.983 -21.209 -23.836
H 30.693 -19.481 -23.476
H 34.906 -17.816 -21.944
H 33.392 -18.284 -22.025
C 36.930 -31.684 -20.703
C 35.854 -30.552 -20.954
C 35.915 -29.558 -19.722
O 35.382 -28.248 -19.837
C 33.976 -28.035 -20.098
N 36.151 -29.651 -22.023
H 36.682 -31.983 -19.684
H 37.887 -31.163 -20.736
H 36.815 -32.495 -21.422
H 34.860 -30.999 -20.912
H 36.933 -29.210 -19.545
H 35.696 -30.057 -18.778
H 33.559 -28.378 -21.045
H 34.014 -26.951 -20.203
H 33.343 -28.428 -19.302
H 37.144 -29.485 -21.942
H 35.850 -28.735 -21.723
C 30.442 -33.459 -17.715
C 29.643 -33.396 -19.000
C 29.093 -32.023 -19.374
O 28.799 -31.884 -20.762
C 28.483 -30.529 -21.126
N 30.661 -33.831 -20.021
H 31.300 -32.788 -17.758
H 30.659 -34.465 -17.356
H 29.767 -32.953 -17.025
H 28.846 -34.135 -18.926
H 29.847 -31.260 -19.183
H 28.174 -31.882 -18.805
H 28.048 -30.623 -22.122
H 29.303 -29.848 -21.353
H 27.750 -29.994 -20.523
H 31.291 -33.086 -20.282
H 30.060 -33.795 -20.832
C 27.328 -22.921 -20.534
C 26.946 -21.418 -20.589
C 26.940 -20.722 -19.187
O 26.634 -19.293 -19.198
C 25.323 -19.035 -19.716
N 27.976 -20.692 -21.370
H 26.592 -23.531 -20.011
H 28.268 -23.084 -20.006
H 27.559 -23.384 -21.493
H 26.028 -21.378 -21.174
H 27.879 -20.960 -18.687
H 26.316 -21.188 -18.425
H 24.483 -19.586 -19.291
H 25.350 -19.161 -20.798
H 25.123 -17.982 -19.516
H 28.742 -20.797 -20.720
H 27.742 -19.712 -21.295
C 30.912 -24.820 -23.194
C 30.044 -26.054 -22.833
C 29.399 -26.797 -24.081
O 28.396 -27.802 -23.622
C 28.330 -28.796 -24.630
N 30.851 -26.958 -22.091
H 31.802 -25.046 -23.782
H 31.382 -24.415 -22.298
H 30.381 -24.001 -23.678
H 29.312 -25.631 -22.145
H 30.203 -27.191 -24.703
H 28.853 -26.147 -24.765
H 29.238 -29.390 -24.524
H 28.295 -28.321 -25.610
H 27.445 -29.419 -24.497
H 30.221 -27.717 -21.879
H 31.501 -27.271 -22.799
C 31.765 -30.443 -22.644
C 32.530 -30.561 -23.948
C 32.166 -29.497 -24.978
O 32.278 -28.163 -24.530
C 33.575 -27.678 -24.470
N 33.967 -30.699 -23.683
H 31.913 -31.358 -22.070
H 30.681 -30.414 -22.758
H 31.996 -29.657 -21.925
H 32.209 -31.521 -24.353
H 31.107 -29.739 -25.073
H 32.601 -29.700 -25.956
H 34.178 -27.636 -25.377
H 34.160 -28.250 -23.750
H 33.538 -26.638 -24.146
H 34.497 -30.193 -22.988
H 34.613 -30.688 -24.458
C 23.417 -31.268 -26.750
C 24.042 -30.590 -25.512
C 24.663 -29.169 -25.708
O 25.120 -28.608 -24.435
C 24.969 -27.217 -24.333
N 22.963 -30.659 -24.538
H 23.043 -30.421 -27.325
H 22.724 -32.079 -26.529
H 24.258 -31.716 -27.279
H 24.825 -31.293 -25.231
H 23.817 -28.578 -26.058
H 25.493 -29.157 -26.413
H 24.018 -26.779 -24.032
H 25.369 -26.741 -25.229
H 25.782 -27.016 -23.636
H 22.359 -29.867 -24.706
H 23.376 -30.309 -23.685
C 31.815 -23.943 -27.193
C 33.345 -24.169 -26.917
C 34.420 -23.200 -27.504
O 34.387 -21.921 -26.759
C 35.456 -21.017 -27.093
N 33.747 -24.200 -25.499
H 31.700 -22.995 -26.667
H 31.229 -24.763 -26.778
H 31.728 -23.849 -28.275
H 33.682 -25.099 -27.375
H 34.315 -23.093 -28.584
H 35.424 -23.618 -27.432
H 35.591 -20.873 -28.165
H 36.454 -21.317 -26.773
H 35.190 -20.052 -26.661
H 33.662 -23.199 -25.400
H 34.757 -24.217 -25.492
C 34.586 -27.796 -31.246
C 33.145 -27.946 -30.680
C 32.885 -26.811 -29.565
O 31.656 -26.911 -28.953
C 31.662 -27.686 -27.745
N 32.235 -27.741 -31.782
H 34.753 -28.400 -32.137
H 35.261 -28.178 -30.480
H 34.794 -26.753 -31.486
H 33.129 -28.871 -30.104
H 33.071 -25.832 -30.008
H 33.712 -26.933 -28.866
H 30.789 -27.342 -27.192
H 32.552 -27.596 -27.122
H 31.568 -28.765 -27.867
H 32.156 -26.735 -31.822
H 31.352 -27.980 -31.353
C 37.514 -24.764 -25.092
C 37.656 -25.595 -23.842
C 36.391 -25.624 -22.913
O 35.892 -24.328 -22.889
C 34.678 -24.191 -22.147
N 38.184 -26.943 -24.042
H 37.463 -23.679 -24.996
H 36.520 -25.055 -25.432
H 38.240 -25.009 -25.867
H 38.456 -25.092 -23.299
H 36.560 -26.069 -21.932
H 35.691 -26.254 -23.462
H 33.969 -25.019 -22.176
H 34.105 -23.326 -22.482
H 34.949 -23.955 -21.118
H 37.581 -27.354 -24.741
H 39.129 -26.940 -24.399
C 25.585 -25.425 -16.893
C 24.555 -26.184 -17.688
C 25.150 -27.221 -18.687
O 25.769 -26.569 -19.756
C 26.504 -27.382 -20.550
N 23.725 -26.905 -16.733
H 25.145 -24.741 -16.168
H 26.224 -24.765 -17.481
H 26.303 -26.140 -16.491
H 23.875 -25.462 -18.139
H 24.354 -27.791 -19.166
H 25.828 -27.886 -18.152
H 26.028 -28.355 -20.669
H 27.553 -27.372 -20.254
H 26.506 -26.928 -21.541
H 23.563 -26.223 -16.006
H 24.228 -27.633 -16.247
C 31.316 -29.144 -16.657
C 31.386 -27.789 -15.933
C 30.443 -26.747 -16.545
O 30.497 -26.688 -17.964
C 29.351 -26.089 -18.525
N 31.427 -27.857 -14.437
H 31.262 -29.055 -17.742
H 30.326 -29.586 -16.539
H 31.991 -29.937 -16.332
H 32.332 -27.337 -16.233
H 30.528 -25.705 -16.236
H 29.433 -26.975 -16.204
H 28.467 -26.706 -18.362
H 29.613 -26.007 -19.580
H 29.106 -25.082 -18.187
H 31.680 -26.921 -14.154
H 32.201 -28.410 -14.098
C 29.202 -34.016 -27.962
C 28.527 -32.590 -27.992
C 29.217 -31.653 -27.024
O 29.633 -32.248 -25.698
C 28.599 -32.492 -24.794
N 28.642 -32.080 -29.354
H 28.807 -34.686 -28.727
H 28.916 -34.620 -27.100
H 30.285 -33.912 -28.012
H 27.493 -32.652 -27.650
H 28.655 -30.729 -26.887
H 30.170 -31.482 -27.525
H 27.940 -31.628 -24.877
H 28.928 -32.545 -23.756
H 27.951 -33.330 -25.048
H 28.638 -31.075 -29.262
H 27.865 -32.401 -29.914
C 26.519 -23.377 -29.008
C 27.904 -23.400 -28.401
C 27.926 -23.817 -26.841
O 27.170 -22.690 -26.137
C 27.325 -22.592 -24.735
N 28.752 -24.121 -29.299
H 26.257 -22.434 -29.487
H 25.737 -23.634 -28.294
H 26.359 -24.112 -29.798
H 28.275 -22.384 -28.532
H 28.989 -23.839 -26.603
H 27.590 -24.834 -26.641
H 26.636 -23.213 -24.162
H 27.241 -21.583 -24.332
H 28.343 -22.807 -24.410
H 29.689 -24.177 -28.927
H 28.827 -23.783 -30.248
C 27.607 -27.533 -28.415
C 27.951 -28.082 -29.840
C 26.925 -29.022 -30.449
O 26.479 -29.989 -29.486
C 25.390 -30.795 -29.991
N 28.176 -27.010 -30.705
H 26.690 -26.946 -28.380
H 28.496 -27.137 -27.922
H 27.327 -28.437 -27.874
H 28.777 -28.789 -29.759
H 27.314 -29.440 -31.378
H 26.145 -28.419 -30.913
H 25.172 -30.831 -31.058
H 24.434 -30.503 -29.556
H 25.484 -31.834 -29.676
H 28.672 -26.275 -30.222
H 27.348 -26.505 -30.987
```

Properties
HOMO energy = -8.2381 eV

Entry x
This record from the Open Molecules 2025 dataset describes 15 unconnected molecules or ions with the total composition C60H165N15O15. The level of theory is ωB97M-V/def2-TZVPD.

Geometry as XYZ:
```
255
Properties=species:S:1:pos:R:3
C 6.954 -3.819 -4.713
C 6.228 -2.996 -3.679
C 4.727 -3.333 -3.650
O 4.011 -2.518 -2.758
C 2.632 -2.766 -2.716
N 6.795 -3.325 -2.347
H 6.484 -3.772 -5.704
H 7.097 -4.866 -4.452
H 7.896 -3.360 -5.022
H 6.292 -1.945 -3.967
H 4.659 -4.413 -3.449
H 4.286 -3.264 -4.655
H 2.174 -3.021 -3.675
H 2.204 -1.886 -2.231
H 2.340 -3.575 -2.029
H 6.444 -2.643 -1.682
H 6.368 -4.214 -2.107
C -1.968 0.803 -1.138
C -1.135 0.251 0.035
C 0.344 0.002 -0.352
O 1.230 0.169 0.726
C 2.493 -0.377 0.418
N -1.178 1.266 1.078
H -2.013 0.059 -1.938
H -1.639 1.765 -1.530
H -3.004 0.897 -0.804
H -1.502 -0.747 0.287
H 0.702 0.619 -1.191
H 0.468 -1.009 -0.769
H 2.928 -0.025 -0.524
H 2.518 -1.470 0.383
H 3.193 -0.056 1.190
H -1.023 2.173 0.643
H -0.305 1.170 1.596
C -8.000 -0.828 -1.838
C -7.278 0.127 -2.809
C -7.715 1.600 -2.817
O -9.072 1.669 -3.188
C -9.318 1.704 -4.565
N -5.818 0.125 -2.525
H -7.665 -1.787 -2.233
H -9.079 -0.678 -1.888
H -7.680 -0.666 -0.810
H -7.267 -0.330 -3.800
H -7.092 2.114 -3.559
H -7.452 2.134 -1.902
H -8.976 2.645 -5.015
H -10.371 1.708 -4.842
H -8.837 0.889 -5.114
H -5.363 -0.777 -2.640
H -5.660 0.263 -1.529
C -5.542 1.963 0.869
C -6.336 0.918 1.714
C -5.700 -0.475 1.679
O -5.261 -0.832 0.385
C -4.543 -2.078 0.391
N -6.560 1.487 3.031
H -6.239 2.639 0.362
H -4.942 1.484 0.092
H -4.884 2.646 1.409
H -7.349 0.877 1.308
H -6.443 -1.172 2.086
H -4.904 -0.573 2.429
H -3.539 -1.817 0.741
H -4.584 -2.532 -0.592
H -4.995 -2.632 1.217
H -7.291 2.174 2.891
H -5.793 2.017 3.424
C -2.886 -4.212 3.031
C -2.602 -3.776 4.444
C -2.399 -2.256 4.551
O -1.268 -1.764 3.869
C -0.864 -0.541 4.417
N -3.642 -4.273 5.329
H -2.062 -4.019 2.347
H -3.798 -3.725 2.679
H -3.118 -5.277 3.080
H -1.664 -4.229 4.781
H -2.373 -2.005 5.619
H -3.343 -1.782 4.241
H -1.636 0.229 4.293
H -0.080 -0.053 3.832
H -0.634 -0.620 5.483
H -3.768 -3.865 6.254
H -4.562 -3.979 4.991
C -0.839 6.707 5.259
C -2.327 6.344 5.096
C -2.481 5.197 4.114
O -1.898 4.010 4.668
C -2.197 2.855 3.891
N -2.871 6.174 6.445
H -0.633 7.654 5.763
H -0.361 6.875 4.289
H -0.246 5.939 5.761
H -2.766 7.262 4.692
H -2.147 5.458 3.108
H -3.542 4.910 4.078
H -3.229 2.583 4.121
H -1.440 2.121 4.145
H -2.008 3.048 2.832
H -3.361 5.295 6.595
H -2.040 5.999 7.002
C 6.333 0.786 2.287
C 6.826 1.452 0.993
C 5.721 1.704 -0.042
O 5.550 0.677 -0.993
C 4.546 1.014 -1.920
N 7.501 2.707 1.294
H 5.955 -0.206 2.052
H 5.518 1.417 2.652
H 7.168 0.733 2.982
H 7.588 0.786 0.565
H 5.837 2.658 -0.571
H 4.808 1.909 0.541
H 4.212 0.153 -2.496
H 4.983 1.753 -2.605
H 3.721 1.521 -1.406
H 8.200 2.869 0.581
H 7.969 2.628 2.187
C -1.742 -4.269 -1.199
C -1.014 -3.867 -2.467
C -1.053 -4.906 -3.591
O -0.077 -4.650 -4.626
C 0.967 -5.618 -4.590
N -1.655 -2.598 -2.923
H -1.787 -3.403 -0.538
H -1.108 -4.979 -0.663
H -2.765 -4.635 -1.285
H 0.048 -3.665 -2.289
H -2.062 -4.935 -4.005
H -0.835 -5.896 -3.183
H 1.638 -5.521 -3.727
H 1.654 -5.443 -5.418
H 0.521 -6.612 -4.557
H -1.439 -1.859 -2.262
H -1.100 -2.345 -3.741
C 1.958 -2.792 2.979
C 1.343 -3.612 1.825
C 0.957 -5.017 2.314
O 2.012 -5.800 2.851
C 3.130 -5.950 2.006
N 0.178 -3.044 1.171
H 1.163 -2.723 3.733
H 2.102 -1.734 2.757
H 2.792 -3.251 3.507
H 2.080 -3.895 1.068
H 0.635 -5.549 1.404
H 0.129 -5.139 3.015
H 3.763 -6.686 2.502
H 3.728 -5.059 1.802
H 2.853 -6.398 1.043
H -0.453 -2.726 1.906
H 0.392 -2.223 0.621
C 2.898 0.088 5.901
C 3.662 -0.174 4.633
C 4.143 -1.632 4.571
O 4.987 -1.885 5.704
C 5.694 -3.099 5.558
N 2.834 0.039 3.447
H 2.008 -0.547 5.946
H 2.471 1.087 6.014
H 3.509 -0.121 6.778
H 4.589 0.411 4.620
H 4.813 -1.866 3.731
H 3.322 -2.343 4.425
H 6.161 -3.389 6.494
H 6.496 -2.921 4.826
H 5.173 -3.947 5.103
H 3.413 0.009 2.615
H 2.414 0.967 3.504
C -3.892 6.382 -3.089
C -4.089 5.120 -2.304
C -4.093 5.331 -0.759
O -3.054 6.128 -0.233
C -1.766 5.552 -0.415
N -5.330 4.473 -2.701
H -3.584 7.224 -2.457
H -4.848 6.823 -3.398
H -3.246 6.376 -3.963
H -3.317 4.375 -2.520
H -4.279 4.396 -0.209
H -5.033 5.814 -0.462
H -1.628 4.634 0.174
H -1.067 6.334 -0.138
H -1.579 5.126 -1.406
H -5.406 3.614 -2.176
H -6.129 5.071 -2.820
C 1.643 3.643 1.015
C 2.257 3.782 2.391
C 2.247 5.273 2.793
O 0.978 5.821 2.473
C 1.035 7.031 1.711
N 1.538 2.937 3.367
H 0.591 3.897 0.919
H 1.833 2.635 0.636
H 2.239 4.273 0.347
H 3.267 3.365 2.429
H 3.041 5.806 2.263
H 2.413 5.360 3.871
H 1.462 6.809 0.731
H 1.687 7.742 2.224
H 0.025 7.428 1.670
H 0.535 3.088 3.277
H 1.761 3.311 4.286
C -3.607 -0.253 -4.976
C -4.098 1.092 -5.561
C -5.377 0.820 -6.398
O -5.306 -0.218 -7.354
C -4.132 -0.198 -8.137
N -4.393 1.923 -4.422
H -2.648 -0.617 -5.337
H -4.424 -0.977 -4.923
H -3.472 -0.178 -3.891
H -3.285 1.501 -6.163
H -5.668 1.808 -6.794
H -6.250 0.529 -5.806
H -4.253 -1.003 -8.863
H -3.179 -0.382 -7.635
H -4.001 0.743 -8.682
H -4.966 1.427 -3.732
H -4.859 2.817 -4.544
C -0.523 1.964 -4.469
C 0.719 1.174 -4.070
C 1.040 0.182 -5.173
O 0.005 -0.789 -5.165
C 0.308 -1.861 -6.035
N 1.770 2.215 -4.001
H -0.701 2.772 -3.757
H -1.464 1.404 -4.378
H -0.445 2.312 -5.499
H 0.614 0.635 -3.127
H 2.009 -0.284 -4.953
H 1.192 0.702 -6.125
H 1.222 -2.388 -5.738
H 0.453 -1.644 -7.097
H -0.505 -2.557 -5.840
H 1.506 3.102 -3.589
H 1.811 2.550 -4.965
C 7.729 -5.041 2.769
C 8.414 -3.697 2.421
C 7.459 -2.575 2.063
O 6.684 -3.076 0.985
C 5.465 -2.382 0.714
N 9.154 -3.263 3.609
H 6.976 -4.878 3.543
H 8.543 -5.641 3.174
H 7.267 -5.546 1.921
H 9.219 -3.909 1.714
H 8.052 -1.726 1.712
H 6.830 -2.342 2.929
H 4.791 -2.355 1.570
H 5.096 -2.957 -0.138
H 5.692 -1.425 0.234
H 8.515 -2.998 4.350
H 9.768 -3.988 3.953
```

Properties
HOMO energy = -8.2983 eV

Which is the most stable structure? entry x is the most stable.